No. 1
ORCA calculation (ωB97M-V with the def2-TZVPD basis set) on a molecular structure, C26H29Cl5N3NiOSeSi2.

Results
* <S²>: 3.776
* gap between HOMO and LUMO (spin up / spin down): 3.12 / 5.84 eV
* spin multiplicity: 4
* LUMO (spin up / spin down): 4.00 / 3.99 eV
* HOMO (spin up / spin down): 0.873 / -1.848 eV
* net charge: -2

Geometry (Å):
Ni1 -0.55028 -0.40438 -0.29288
C1 -1.54059 -2.08625 2.87995
Si1 -0.67686 -0.55621 2.11832
C2 -1.45320 0.81239 3.21913
C3 1.13535 -0.66245 2.77218
C4 1.41848 -0.92395 4.11836
C5 2.71909 -1.01909 4.58970
C6 3.78050 -0.85247 3.70512
C7 3.51776 -0.58815 2.36946
C8 2.21014 -0.48562 1.87829
Si2 1.84801 -0.06716 0.02956
C9 2.89250 1.54839 -0.17009
C10 2.95689 -1.27142 -0.96378
H1 -1.43962 -2.10384 3.97220
H2 -1.15521 -3.02592 2.48279
H3 -2.60883 -2.04150 2.64481
H4 -1.32413 0.57320 4.28179
H5 -2.52564 0.87344 3.01261
H6 -1.04464 1.80898 3.04419
H7 0.59718 -1.06361 4.81712
H8 2.90878 -1.22736 5.63836
H9 4.80438 -0.93182 4.05804
H10 4.35472 -0.46250 1.68655
H11 3.95844 1.30972 -0.07610
H12 2.65905 2.27967 0.60437
H13 2.73832 2.01244 -1.14782
H14 4.01355 -1.16441 -0.68901
H15 2.85940 -1.05244 -2.03111
H16 2.66678 -2.31269 -0.81895
Cl1 0.98421 0.98240 -3.26621
C11 -0.75861 0.80165 -3.24796
C12 -1.37657 0.30793 -2.10906
C13 -2.75044 0.11430 -2.23548
Cl2 -3.61066 -0.53046 -0.86490
C14 -3.47513 0.38482 -3.39312
Cl3 -5.18773 0.12379 -3.47712
C15 -2.80939 0.91133 -4.49679
Cl4 -3.68843 1.33549 -5.93033
C16 -1.43945 1.13096 -4.42083
Cl5 -0.61812 1.83191 -5.78527
C17 0.07278 3.52303 1.18516
N1 -0.24672 3.79765 -0.19822
C18 0.65061 4.05659 -1.21406
C19 -0.06337 4.17623 -2.35193
N2 -1.39101 3.99194 -2.01699
C20 -2.51409 3.99647 -2.92639
C21 -1.51065 3.77879 -0.68441
Se1 -3.03703 3.43804 0.26648
H17 1.15090 3.56555 1.30420
H18 -0.28449 2.52760 1.44735
H19 -0.41213 4.25495 1.83199
H20 1.71199 4.05068 -1.04689
H21 0.25289 4.29798 -3.37225
H22 -2.13455 4.00178 -3.94658
H23 -3.14266 4.87038 -2.74849
H24 -3.11323 3.10197 -2.75878
O1 -0.72745 -2.23107 -1.10692
N3 -0.43449 -3.41905 -0.53032
C22 0.50434 -3.56065 0.45823
C23 0.85746 -4.78850 0.92782
C24 0.27306 -5.97673 0.39698
C25 -0.65976 -5.79400 -0.64625
C26 -0.99542 -4.55258 -1.09845
H25 0.91498 -2.63928 0.84225
H26 1.58834 -4.82424 1.72637
H27 0.54268 -6.95874 0.75807
H28 -1.14035 -6.64501 -1.11712
H29 -1.70259 -4.34889 -1.88689

***

No. 2
ORCA calculation (ωB97M-V with the def2-TZVPD basis set) on 2 unconnected molecules or ions with the total composition Cl3H3Si2.

Results
* gap between HOMO and LUMO: 7.86 eV
* LUMO: -1.28 eV
* HOMO: -9.145 eV

Geometry (Å):
Si1 -1.06136 1.11348 1.38768
Si2 0.70601 -2.31968 -2.56230
Cl1 -2.62875 0.85231 2.73974
Cl2 0.72800 1.74325 1.89219
Cl3 0.65933 -0.20702 -2.12198
H1 -0.76847 -0.37555 1.16542
H2 -1.61050 2.15325 0.56489
H3 -0.42557 -2.90922 -1.90530

***

No. 3
ORCA calculation (ωB97M-V with the def2-TZVPD basis set) on a molecular structure, C19H31CrN2P.

Results
* <S²>: 6.046
* gap between HOMO and LUMO (spin up / spin down): 6.57 / 5.74 eV
* spin multiplicity: 5
* LUMO (spin up / spin down): 0.25 / -0.56 eV
* HOMO (spin up / spin down): -6.328 / -6.306 eV

Geometry (Å):
C1 0.98086 2.88238 -2.53342
C2 -0.29254 2.39816 -2.26069
C3 -0.47836 1.33114 -1.36759
C4 0.61661 0.75897 -0.74420
C5 1.90027 1.23608 -1.01696
C6 2.08543 2.31730 -1.88853
C7 -1.88282 0.87763 -1.08007
C8 -2.06220 -0.59074 -0.65045
N1 -1.87391 -1.58696 -1.63332
Cr1 0.22627 -0.63466 0.77613
C9 3.06441 0.58229 -0.32309
P1 2.46191 -1.10243 0.16250
H1 -1.17457 2.82901 -2.73777
H2 3.09060 2.69147 -2.05563
H3 1.12005 3.69305 -3.24797
H4 3.36113 1.11144 0.59949
H5 3.95446 0.48881 -0.96119
H6 -2.30740 1.48637 -0.26184
H7 -2.52069 1.07330 -1.95777
H8 -1.46621 -0.85535 0.28451
C10 3.81901 -1.81334 1.10823
C11 2.56428 -1.95331 -1.44388
H9 -3.10655 -0.70987 -0.30054
C12 -0.95963 -1.50836 -2.72857
C13 -2.59263 -2.82892 -1.51211
H10 0.91646 -1.46534 2.15331
H11 -1.40224 -2.07457 -3.56607
H12 -0.77649 -0.47621 -3.04970
H13 0.02068 -1.97366 -2.50743
H14 -2.78750 -3.22100 -2.51809
H15 -2.03322 -3.59654 -0.95019
H16 -3.54549 -2.66092 -0.99515
H17 3.60775 -1.98844 -1.77893
H18 2.17584 -2.97045 -1.31539
H19 1.96132 -1.43413 -2.19691
H20 4.76303 -1.73214 0.55177
H21 3.91119 -1.29669 2.06994
H22 3.59299 -2.87159 1.28793
H23 0.35439 -2.08049 1.84119
C14 -2.56767 -1.04691 2.62092
C15 -1.96845 0.29098 2.62754
C16 -2.51511 1.43677 3.22761
C17 -1.58337 2.47466 3.06361
C18 -0.48620 1.93729 2.36127
C19 0.74718 2.64629 2.00561
N2 -0.75138 0.61290 2.05595
H24 -1.98829 -1.78410 2.04612
H25 -3.59140 -0.99063 2.20684
H26 -2.64927 -1.42002 3.65585
H27 -3.48199 1.46827 3.72086
H28 -1.65497 3.49956 3.39663
H29 0.83886 3.53485 2.64533
H30 1.64133 2.01831 2.15563
H31 0.72422 2.99053 0.95871

***

No. 4
ORCA calculation (ωB97M-V with the def2-TZVPD basis set) on a single C4H8O2 molecule.

Results
* SMILES string: CC(C)(O)C=O
* gap between HOMO and LUMO: 10.76 eV
* LUMO: 0.86 eV
* HOMO: -9.896 eV

Geometry (Å):
C1 0.88751 -0.94360 -0.53109
C2 -0.16780 0.32467 -0.12686
C3 -1.55063 -0.22756 0.16608
O1 -0.20900 1.36656 -1.03840
C4 0.73295 0.69629 0.95950
O2 1.41577 1.69078 0.81599
H1 0.64329 -1.86517 0.00895
H2 1.99703 -0.85088 -0.49133
H3 0.63783 -1.05760 -1.57113
H4 -1.93976 -0.66882 -0.75437
H5 -2.25502 0.54764 0.48861
H6 -1.49726 -0.99378 0.94310
H7 0.49841 1.96252 -0.69217
H8 0.80668 0.01896 1.82312

***

No. 5
ORCA calculation (ωB97M-V with the def2-TZVPD basis set) on 2 unconnected molecules or ions with the total composition C4H11NO.

Results
* SMILES string: C=CCNC.O
* gap between HOMO and LUMO: 10.39 eV
* LUMO: 1.00 eV
* HOMO: -9.393 eV

Geometry (Å):
C1 -0.26053 1.35751 -2.09174
C2 0.03924 0.34982 -1.25501
C3 0.62923 0.83723 0.06392
N1 0.07190 0.10352 1.21760
C4 1.05827 -0.94516 1.72393
H1 -0.59671 1.21465 -3.03272
H2 -0.17778 2.36330 -1.68013
H3 -0.13310 -0.74608 -1.25445
H4 0.36414 1.90325 0.30963
H5 1.68657 0.87510 0.09940
H6 -0.10970 0.80213 1.89197
H7 1.72355 -0.57833 2.47520
H8 1.77871 -1.22986 0.92300
H9 0.46762 -1.82130 1.85019
O1 -2.22930 -1.46430 -0.81101
H10 -2.61960 -2.04611 -0.24989
H11 -1.69251 -0.97538 -0.17987

***

No. 6
ORCA calculation (ωB97M-V with the def2-TZVPD basis set) on a gas-phase ion, C3H6NO2 (charge +1).

Results
* SMILES string: [NH3+]/C(C=O)=C\O
* gap between HOMO and LUMO: 10.39 eV
* LUMO: -4.01 eV
* HOMO: -14.396 eV
* net charge: +1

Geometry (Å):
N1 -0.19052 -1.35621 0.06806
C1 -0.03830 0.17388 0.05606
C2 -1.76321 0.76342 0.04639
O1 -2.49250 -0.14868 -0.12752
C3 1.11791 0.85502 0.05160
O2 2.23895 0.19012 -0.06229
H1 -1.32509 -1.45065 0.02974
H2 0.12169 -1.79326 1.03746
H3 0.32391 -1.81646 -0.68979
H4 -1.89397 1.85183 -0.00631
H5 1.03245 2.01084 0.01856
H6 2.86868 0.72017 -0.42197